15
Properties=species:S:1:pos:R:3:forces:R:3 method="wB97M-V/def2-TZVPD" multiplicity=1 e_lumo_ev=-0.87 homo_ev=-8.7
C -2.205740 0.713735 -0.496692 -0.66 -0.69 -0.81
N -0.919395 1.022324 0.076545 0.81 -1.15 -0.42
C -0.013540 0.066304 0.135871 -1.15 5.48 -0.55
C -0.203305 -1.282406 -0.149962 0.93 -1.88 3.12
C 2.513128 0.082429 0.257530 -1.47 -0.54 -0.47
C 1.309661 0.673711 0.390749 2.09 0.12 0.26
H -2.526960 -0.342992 -0.336895 -0.30 0.80 0.30
H -2.228483 0.786078 -1.614798 0.58 0.11 0.61
H -2.958142 1.459570 -0.209353 0.13 -0.49 0.40
H 0.596392 -1.009081 1.667383 -1.02 -1.59 -2.42
H -1.146829 -1.757261 0.099080 0.12 0.13 -0.43
H 0.484408 -1.782158 -0.812300 0.22 -0.36 0.25
H 2.498808 -0.964653 -0.069939 0.55 0.33 0.24
H 3.449956 0.615740 0.370930 -0.16 -0.15 0.08
H 1.350048 1.718653 0.691851 -0.68 -0.12 -0.16